[1]
{"formula": "C54H50Cl2FN6O2S2Sn", "method": "ωB97M-V with the def2-TZVPD basis set", "symbols": ["Sn", "N", "C", "S", "N", "N", "C", "C", "C", "C", "C", "C", "C", "C", "C", "C", "C", "C", "N", "H", "H", "H", "H", "H", "H", "H", "H", "H", "H", "H", "Cl", "C", "C", "C", "Cl", "C", "C", "C", "C", "N", "C", "C", "O", "H", "H", "H", "H", "C", "C", "C", "C", "C", "C", "C", "C", "C", "C", "C", "C", "N", "C", "C", "C", "C", "C", "C", "F", "H", "H", "H", "H", "H", "H", "H", "H", "H", "H", "H", "H", "H", "H", "H", "H", "H", "H", "H", "H", "H", "O", "S", "C", "C", "C", "C", "C", "C", "C", "C", "C", "C", "C", "C", "C", "C", "H", "H", "H", "H", "H", "H", "H", "H", "H", "H", "H", "H", "H", "H"], "coordinates": [[-0.6488, 1.3019, -0.5195], [-1.0909, 3.4512, -4.8992], [-1.1326, 2.6657, -3.7910], [-0.9791, 3.4705, -2.2990], [-1.3558, 1.3900, -4.0215], [-1.6427, 0.6308, -2.9680], [-1.9385, -0.6147, -3.1758], [-1.8863, -1.2328, -4.5202], [-0.6765, -1.4176, -5.1785], [-0.6520, -1.9598, -6.4508], [-1.8352, -2.3018, -7.0869], [-3.0459, -2.1156, -6.4374], [-3.0711, -1.5892, -5.1588], [-2.5015, -1.3722, -2.0817], [-2.6281, -2.7675, -2.1570], [-3.2828, -3.4352, -1.1437], [-3.8303, -2.6979, -0.1002], [-3.6412, -1.3208, -0.1043], [-2.9778, -0.6770, -1.0415], [-0.7372, 4.3821, -4.7584], [-0.9383, 2.9981, -5.7841], [0.2409, -1.1375, -4.6801], [0.2956, -2.1083, -6.9515], [-1.8138, -2.7142, -8.0868], [-3.9737, -2.3737, -6.9314], [-4.0126, -1.4315, -4.6517], [-2.2086, -3.2974, -3.0015], [-3.3827, -4.5120, -1.1624], [-4.3763, -3.1722, 0.7028], [-4.0556, -0.7030, 0.6843], [-2.2845, 0.3825, 4.6822], [-3.3167, 1.0298, 3.4445], [-4.6309, 1.2878, 3.7991], [-5.4968, 1.8050, 2.8711], [-7.1492, 2.0922, 3.3325], [-5.0679, 2.0911, 1.5621], [-5.9062, 2.6015, 0.5515], [-5.3931, 2.8354, -0.6949], [-4.0367, 2.5713, -0.9274], [-3.2387, 2.0942, -0.0086], [-3.7104, 1.8366, 1.2150], [-2.7776, 1.2561, 2.1631], [-1.5947, 0.9476, 1.8491], [-4.9675, 1.0671, 4.8022], [-6.9466, 2.7884, 0.7772], [-6.0142, 3.2190, -1.4914], [-3.5920, 2.7541, -1.8952], [3.3096, -2.0170, 0.0355], [3.4322, -0.5266, 0.3461], [4.4417, -0.2830, 1.4700], [3.7959, 0.2543, -0.8887], [4.8722, -0.1511, -1.6604], [5.2412, 0.5469, -2.7915], [4.4948, 1.6457, -3.1682], [3.4172, 2.0844, -2.4143], [2.6593, 3.3063, -2.8681], [2.1534, 3.1150, -4.2954], [3.5391, 4.5537, -2.7634], [3.0615, 1.4032, -1.2352], [2.0433, 1.8976, -0.4028], [2.4272, 2.8818, 0.4274], [3.7754, 3.2954, 0.6031], [4.1374, 4.3063, 1.4629], [3.1934, 4.9862, 2.2160], [1.8600, 4.6146, 2.0835], [1.5123, 3.6008, 1.2274], [0.1703, 3.2872, 1.1360], [2.9185, -2.5556, 0.8956], [4.2740, -2.4458, -0.2210], [2.6278, -2.1611, -0.7990], [2.4525, -0.1527, 0.6467], [5.4420, -0.5667, 1.1478], [4.1844, -0.8737, 2.3500], [4.4585, 0.7701, 1.7500], [5.4479, -1.0161, -1.3605], [6.1063, 0.2437, -3.3686], [4.7797, 2.1903, -4.0584], [1.7926, 3.4381, -2.2134], [2.9801, 3.0182, -4.9944], [1.5529, 3.9702, -4.5950], [1.5379, 2.2196, -4.3550], [4.4247, 4.4510, -3.3915], [3.8559, 4.7008, -1.7337], [2.9866, 5.4351, -3.0822], [4.5430, 2.7930, 0.0323], [5.1869, 4.5706, 1.5433], [3.4833, 5.7868, 2.8825], [1.0804, 5.1204, 2.6379], [0.0178, -1.1130, 0.3107], [0.2477, -1.8659, 1.5600], [-1.4279, -2.1472, 2.2901], [-1.4955, -3.5139, 2.8590], [-1.1641, -4.5960, 2.0480], [-1.2017, -5.8833, 2.5464], [-1.5761, -6.1050, 3.8619], [-1.9117, -5.0344, 4.6734], [-1.8627, -3.7427, 4.1788], [0.8289, -0.6837, 2.8475], [1.2570, -1.4566, 4.0451], [0.9006, -1.0608, 5.3284], [1.3592, -1.7609, 6.4307], [2.1571, -2.8796, 6.2694], [2.4979, -3.2977, 4.9933], [2.0608, -2.5827, 3.8949], [-2.0878, -2.0339, 1.4320], [-1.6458, -1.3778, 3.0196], [-0.8778, -4.4096, 1.0231], [-0.9327, -6.7154, 1.9091], [-1.6042, -7.1122, 4.2558], [-2.2083, -5.2050, 5.6995], [-2.1184, -2.9073, 4.8117], [0.0364, 0.0368, 3.0299], [1.6668, -0.1555, 2.3995], [0.2605, -0.2029, 5.4640], [1.0977, -1.4244, 7.4233], [2.5164, -3.4244, 7.1305], [3.1107, -4.1781, 4.8539], [2.3497, -2.9013, 2.9054]], "mulliken_charge": [1.7419, -0.4275, 0.4368, -0.5022, -1.3207, 1.0955, -0.3792, -0.5873, -0.1238, -0.8103, -0.3400, -0.7663, 0.1029, 0.6987, -1.0439, -0.7455, -0.2932, -0.5205, 0.4608, 0.2779, 0.2660, 0.5763, 0.4001, 0.3811, 0.3756, 0.4474, 0.5258, 0.4396, 0.4515, 0.1690, -0.2442, 0.8325, -0.7665, 0.7654, -0.3178, 0.1484, -0.9401, -1.1546, -0.3427, 0.6446, -0.6172, -0.7058, -0.0943, 0.4644, 0.3978, 0.4486, 0.2585, -1.7228, 3.3312, -1.6169, 0.7461, -0.4726, -1.3554, -0.6726, 1.1723, 1.5413, -1.4659, -1.6290, -1.6546, 1.4769, 0.5193, -0.8657, -0.7217, -0.6792, -0.6355, -0.4369, -0.1403, 0.2606, 0.4181, 0.3673, -1.9079, 0.4227, 0.3767, 0.3294, 0.3273, 0.3689, 0.2885, -0.5212, 0.3958, 0.2871, 0.2454, 0.3073, 0.3114, 0.4615, 0.4361, 0.3983, 0.3782, 0.4562, -0.3765, 0.3773, 1.0540, 0.3825, -0.0265, -1.0032, -0.4995, -0.7045, -0.0472, 0.3491, 0.3425, -0.4078, -0.8519, -0.4654, -1.1688, 0.2613, -1.0292, -0.6233, 0.5829, 0.4049, 0.3876, 0.4250, 0.4294, 0.0866, 0.2484, 0.4484, 0.4251, 0.4079, 0.4153, 0.2870], "relative_energy_kcal_mol": 15.8, "total_charge": -1, "lumo_ev": 2.1}

---

[2]
{"formula": "C54H50F2IrN6O3S3", "method": "ωB97M-V with the def2-TZVPD basis set", "symbols": ["Ir", "N", "C", "O", "C", "C", "H", "H", "H", "H", "H", "H", "N", "S", "N", "S", "N", "S", "N", "C", "C", "C", "C", "C", "C", "C", "C", "C", "C", "C", "C", "C", "C", "C", "C", "C", "C", "C", "C", "C", "C", "C", "C", "C", "C", "C", "C", "C", "C", "C", "C", "C", "C", "C", "C", "H", "H", "H", "H", "H", "H", "H", "H", "H", "H", "H", "H", "H", "H", "H", "H", "H", "H", "H", "H", "H", "H", "H", "H", "H", "H", "H", "H", "H", "H", "F", "C", "F", "H", "C", "O", "C", "C", "C", "C", "C", "C", "N", "C", "C", "C", "C", "C", "C", "C", "O", "H", "H", "H", "H", "H", "H", "H", "H", "H", "H", "H", "H", "H"], "coordinates": [[0.5222, -0.6320, -0.0476], [3.2681, -3.1199, 1.5959], [2.2980, -2.2047, 1.5801], [2.3975, -1.2233, 0.8334], [1.1613, -2.3723, 2.5690], [0.7000, -1.0116, 3.1017], [3.9880, -3.0598, 0.8892], [3.2368, -3.9313, 2.1887], [1.4796, -2.9981, 3.4038], [0.3287, -2.8627, 2.0650], [1.5809, -0.5368, 3.5525], [-0.0481, -1.1776, 3.8898], [0.1618, -0.1375, 2.0777], [-0.7173, 1.1160, 2.5447], [-0.6723, 2.0448, 1.0744], [-0.0292, 2.7029, -0.1452], [-0.8754, 2.4422, -1.4564], [-1.6691, 1.0288, -1.5964], [-1.1798, -0.1977, -0.8718], [-1.7551, 0.8425, -3.3798], [-2.0036, -0.4050, -3.9245], [-2.0636, -0.5211, -5.3047], [-1.8931, 0.5969, -6.1077], [-1.6410, 1.8375, -5.5429], [-1.5661, 1.9631, -4.1670], [-3.3627, 1.3182, -1.0602], [-3.9471, 2.5627, -1.2022], [-5.2459, 2.7438, -0.7511], [-5.9377, 1.6852, -0.1803], [-5.3451, 0.4363, -0.0661], [-4.0446, 0.2517, -0.5025], [1.6882, 2.2880, -0.5103], [2.4949, 1.8038, 0.5072], [3.8221, 1.5175, 0.2272], [4.3261, 1.7276, -1.0482], [3.5122, 2.2332, -2.0523], [2.1813, 2.5162, -1.7866], [-0.0395, 4.5028, -0.0437], [1.1485, 5.2140, -0.0330], [1.1038, 6.5970, 0.0343], [-0.1157, 7.2523, 0.0942], [-1.2988, 6.5286, 0.0921], [-1.2653, 5.1464, 0.0282], [0.2748, 2.2851, 3.5573], [0.1046, 3.6353, 3.2994], [0.8045, 4.5814, 4.0298], [1.6710, 4.1806, 5.0340], [1.8074, 2.8339, 5.3237], [1.1030, 1.8877, 4.5959], [-1.8387, 0.4135, 3.9480], [-2.8526, -0.3948, 3.4657], [-3.9237, -0.6937, 4.2897], [-3.9811, -0.1585, 5.5675], [-2.9557, 0.6440, 6.0361], [-1.8813, 0.9556, 5.2152], [-2.1210, -1.2596, -3.2769], [-2.2471, -1.4850, -5.7531], [-1.9533, 0.5024, -7.1810], [-1.5008, 2.7041, -6.1694], [-1.3541, 2.9074, -3.6937], [-3.3916, 3.3669, -1.6597], [-5.7189, 3.7094, -0.8482], [-6.9477, 1.8296, 0.1713], [-5.8918, -0.3913, 0.3600], [-3.5402, -0.6978, -0.4296], [2.0880, 1.6919, 1.5013], [4.4633, 1.1412, 1.0073], [5.3624, 1.5120, -1.2645], [3.9186, 2.4105, -3.0376], [1.5301, 2.9177, -2.5494], [2.0960, 4.6998, -0.0847], [2.0252, 7.1568, 0.0331], [-0.1425, 8.3289, 0.1449], [-2.2470, 7.0392, 0.1376], [-2.1696, 4.5573, 0.0361], [-0.5895, 3.9332, 2.5311], [0.6497, 5.6290, 3.8239], [2.2290, 4.9126, 5.5952], [2.4440, 2.5080, 6.1312], [1.1879, 0.8528, 4.8724], [-2.7943, -0.7717, 2.4547], [-4.7244, -1.3216, 3.9341], [-4.8348, -0.3645, 6.1928], [-2.9779, 1.0501, 7.0350], [-1.0989, 1.6015, 5.5786], [0.6134, -1.5656, -2.7923], [1.3322, -0.7874, -1.9336], [2.5668, -1.3645, -1.8790], [1.4798, 0.1746, -2.4598], [5.5753, -3.2761, -2.7195], [4.4374, -3.9091, -2.1702], [3.2925, -3.9431, -2.8939], [3.1241, -3.4181, -4.1634], [1.9004, -3.5087, -4.8043], [0.8233, -4.1410, -4.1899], [0.9614, -4.6736, -2.9330], [2.1837, -4.5773, -2.2522], [2.3817, -5.1014, -1.0154], [1.4551, -5.7495, -0.2300], [0.1379, -5.3278, -0.0198], [-0.8639, -6.2262, 0.3936], [-2.1749, -5.8268, 0.5407], [-2.5404, -4.4919, 0.3284], [-1.5819, -3.5593, 0.0126], [-0.2246, -3.9095, -0.1452], [0.6971, -3.0373, -0.2595], [6.3673, -3.3874, -1.9818], [5.3872, -2.2161, -2.8973], [5.8838, -3.7520, -3.6517], [3.9387, -2.9232, -4.6618], [1.7869, -3.0936, -5.7918], [-0.1188, -4.2169, -4.7057], [0.1417, -5.1913, -2.4627], [3.3557, -5.1688, -0.7426], [1.7981, -6.6694, 0.2239], [-0.5872, -7.2609, 0.5324], [-2.9270, -6.5471, 0.8185], [-3.5694, -4.1949, 0.4442], [-1.8031, -2.5046, -0.0675]], "lowdin_spin": [0.7215, 0.0000, -0.0001, 0.0052, -0.0010, -0.0022, 0.0000, 0.0000, 0.0000, -0.0005, -0.0010, -0.0012, -0.0174, 0.0227, 0.0242, 0.0114, -0.0010, 0.0091, 0.0161, -0.0001, 0.0000, 0.0000, 0.0000, 0.0000, -0.0001, 0.0028, 0.0006, 0.0002, 0.0001, 0.0000, 0.0002, 0.0218, 0.0245, 0.0019, 0.0118, 0.0034, 0.0084, -0.0004, 0.0009, 0.0000, 0.0005, -0.0001, 0.0005, 0.0007, 0.0006, -0.0001, 0.0002, -0.0001, 0.0004, 0.0107, 0.0023, 0.0000, 0.0019, 0.0003, 0.0030, 0.0000, 0.0000, 0.0000, 0.0000, 0.0000, 0.0001, 0.0000, 0.0000, 0.0000, 0.0000, 0.0013, -0.0002, 0.0006, 0.0000, 0.0003, 0.0003, 0.0000, 0.0000, 0.0000, 0.0001, 0.0002, 0.0000, 0.0000, 0.0000, 0.0000, 0.0002, 0.0000, 0.0001, 0.0000, 0.0002, 0.0009, 0.0134, 0.0024, 0.0046, 0.0000, -0.0002, -0.0005, 0.0000, -0.0007, 0.0000, -0.0005, 0.0002, -0.0028, -0.0030, 0.0044, -0.0005, 0.0006, -0.0004, 0.0011, 0.0068, 0.0879, 0.0000, 0.0000, 0.0000, 0.0000, 0.0000, 0.0000, 0.0000, -0.0001, -0.0002, 0.0002, 0.0001, 0.0000, 0.0004], "spin_multiplicity": 2, "s_squared": 0.7588, "total_charge": 2, "lumo_ev": [-7.3, -7.3]}